Entry from the OMol25 dataset: a 2-piece molecular cluster, C4H11NO overall at a distorted geometry (ωB97M-V with the def2-TZVPD basis set).

Atoms and positions in Å:
C  0.39  2.02  -2.44
C  0.42  1.86  -0.93
H  -0.60  1.89  -2.86
H  0.88  2.93  -2.79
H  0.98  1.26  -2.97
H  1.39  2.14  -0.52
H  0.07  0.86  -0.63
H  -0.27  2.53  -0.41
C  -1.13  -1.24  2.14
C  -0.23  -2.25  1.56
O  -0.06  -3.41  2.02
N  0.62  -1.92  0.57
H  1.16  -2.66  0.14
H  0.59  -0.99  0.13
H  -2.14  -1.33  1.72
H  -0.78  -0.22  2.05
H  -1.28  -1.46  3.20

Computed properties:
multiplicity: 2
ΔE to the lowest compared entry with this formula, charge and spin: 48.4 kcal per mole
M: 89.1 g mol⁻¹
DFT total energy: -288.63812 hartree
LUMO (spin up / spin down): -4.7 / -9.9 eV
charge: +1
E_HOMO (spin up / spin down): -14.79 / -14.79 eV
gap between HOMO and LUMO (spin up / spin down): 10.088 / 4.893 eV


Entry from the OMol25 dataset: a 2-piece molecular cluster, C4H11NO overall at a distorted geometry (ωB97M-V with the def2-TZVPD basis set).

Atoms and positions in Å:
C  -1.52  1.06  0.25
C  -2.65  0.31  -0.02
N  -1.12  1.69  1.41
H  -0.93  1.27  -0.63
H  -2.94  0.32  -1.07
H  -3.00  -0.37  0.73
H  -1.59  1.30  2.21
H  -0.08  1.69  1.21
H  1.88  -0.16  -1.70
C  1.45  -1.51  -0.56
O  0.99  -0.60  -1.63
C  2.18  -0.70  0.56
H  0.58  -2.08  -0.32
H  2.18  -2.23  -0.96
H  2.75  -1.43  1.08
H  2.90  -0.04  0.04
H  1.48  -0.23  1.21

Computed properties:
multiplicity: 2
ΔE to the lowest compared entry with this formula, charge and spin: 58.1 kcal per mole
M: 89.1 g mol⁻¹
DFT total energy: -288.62272 hartree
LUMO (spin up / spin down): -4.5 / -7.9 eV
charge: +1
E_HOMO (spin up / spin down): -13.75 / -13.75 eV
gap between HOMO and LUMO (spin up / spin down): 9.227 / 5.839 eV


Entry from the OMol25 dataset: an isolated ion of composition C4H11NO and charge +1 at a distorted geometry (ωB97M-V with the def2-TZVPD basis set).

Atoms and positions in Å:
C  0.59  0.80  1.97
N  0.86  0.97  0.47
C  0.39  -1.48  0.04
C  0.49  -0.06  -0.59
C  -0.75  0.45  -1.19
O  -1.27  -0.62  -2.20
H  0.87  1.72  2.61
H  -0.37  0.30  2.30
H  1.35  0.08  2.31
H  0.29  1.82  0.25
H  1.33  -1.82  0.53
H  -0.58  -1.61  0.64
H  0.16  -2.00  -0.94
H  1.15  -0.02  -1.54
H  -0.69  1.45  -1.91
H  -1.52  0.53  -0.44
H  -2.30  -0.52  -2.31

Computed properties:
multiplicity: 2
ΔE to the lowest compared entry with this formula, charge and spin: 79.9 kcal per mole
M: 89.1 g mol⁻¹
DFT total energy: -288.58788 hartree
LUMO (spin up / spin down): -3.1 / -8.4 eV
charge: +1
E_HOMO (spin up / spin down): -14.91 / -14.87 eV
gap between HOMO and LUMO (spin up / spin down): 11.801 / 6.506 eV


Entry from the OMol25 dataset: a 2-piece molecular cluster, C4H11NO2 overall at a distorted geometry (ωB97M-V with the def2-TZVPD basis set).

Atoms and positions in Å:
O  -2.59  0.16  0.28
C  -1.57  0.60  0.94
C  -0.11  0.50  0.63
C  0.40  -0.80  0.01
C  1.76  -0.78  -0.69
N  0.67  0.85  1.84
H  -1.80  1.16  1.86
H  0.20  1.33  -0.04
H  -0.30  -1.10  -0.79
H  0.37  -1.57  0.80
H  1.73  -0.04  -1.50
H  2.57  -0.42  -0.03
H  1.99  -1.76  -1.11
H  1.66  0.98  1.67
H  0.59  0.11  2.54
H  -1.78  0.73  -2.81
H  -2.05  0.09  -1.33
O  -1.77  -0.05  -2.27

Computed properties:
multiplicity: 2
ΔE to the lowest compared entry with this formula, charge and spin: 18.2 kcal per mole
M: 105.1 g mol⁻¹
DFT total energy: -364.20961 hartree
LUMO (spin up / spin down): 4.1 / 4.0 eV
charge: -1
E_HOMO (spin up / spin down): -0.16 / -3.80 eV
gap between HOMO and LUMO (spin up / spin down): 4.241 / 7.806 eV


- DFT total energy of number 3 (C4H11NO)?
  -288.58788 hartree